Record 1
Here is C4NO15Zr2 as an isolated structure in a non-equilibrium geometry from the OMol25 dataset. Energies are from ωB97M-V/def2-TZVPD.

```
! RIJCOSX wB97M-V def2-TZVPD def2/J DEFGRID3
* xyz -1 1
Zr 1.77 0.99 1.28
Zr -3.85 -1.03 0.12
C 2.03 3.87 1.68
O 1.03 3.00 1.66
O 2.30 4.68 2.59
O 2.96 2.85 2.03
C 1.48 0.17 -1.86
O 1.36 -1.09 -1.77
O 1.58 0.79 -0.71
O 1.56 0.77 -2.93
C 0.66 -2.29 1.13
O 0.03 -2.91 0.21
O 1.04 -1.05 1.12
O 1.63 -2.96 0.48
C -2.11 -2.07 -2.27
O -1.08 -2.79 -2.36
O -2.81 -1.79 -3.26
O -2.39 -1.78 -1.01
N -1.79 0.79 1.07
O -2.47 0.94 -0.02
O -2.33 -0.14 1.72
O -0.59 1.03 1.09
*
```

## Properties
LUMO energy   -0.73 eV
E_HOMO   -4.53 eV
E   -38895.950 eV


Record 2
Here is C4O3 as an isolated structure in a non-equilibrium geometry from the OMol25 dataset. Energies are from ωB97M-V/def2-TZVPD.

```
! RIJCOSX wB97M-V def2-TZVPD def2/J DEFGRID3
* xyz 0 1
C 1.31 1.22 -0.79
C 0.78 0.28 -0.07
C -0.80 0.50 -0.35
C 0.35 -0.92 0.59
O -1.39 1.35 -0.84
O 0.82 -1.82 1.18
O -1.06 -0.61 0.28
*
```

## Properties
LUMO energy   -1.21 eV
E_HOMO   -11.68 eV
Relative energy (zero: lowest compared OMol25 entry of this formula, charge and spin)   319.0 kJ/mol
E   -10285.119 eV


Record 3
Here is a 11-piece molecular cluster, C50H113N6O18 overall in a non-equilibrium geometry from the OMol25 dataset. Energies are from ωB97M-V/def2-TZVPD.

```
! RIJCOSX wB97M-V def2-TZVPD def2/J DEFGRID3
* xyz 1 1
C -1.92 -3.16 3.43
C -1.22 -2.80 4.74
C 0.03 -1.94 4.51
C 0.76 -1.63 5.76
N 2.04 -0.83 5.64
C 1.89 0.42 4.84
C 0.98 1.27 5.73
C 1.49 1.00 7.21
C 2.34 -0.27 7.02
C 3.19 -1.65 5.02
C 3.53 -2.98 5.66
C 4.75 -3.50 4.98
H -2.72 -3.88 3.64
H -1.20 -3.60 2.72
H -2.39 -2.29 2.96
H -0.85 -3.72 5.19
H -1.92 -2.28 5.40
H -0.28 -1.06 3.89
H 0.74 -2.40 3.80
H 1.14 -2.54 6.23
H 0.04 -1.09 6.37
H 2.88 0.91 4.89
H 1.58 0.38 3.81
H 0.96 2.33 5.56
H -0.02 0.84 5.69
H 2.15 1.81 7.48
H 0.62 0.88 7.87
H 3.41 -0.05 6.93
H 2.22 -1.07 7.75
H 4.03 -0.95 5.15
H 3.09 -1.72 3.93
H 2.69 -3.68 5.52
H 3.66 -2.83 6.75
H 5.14 -4.44 5.37
H 5.56 -2.78 5.07
H 4.59 -3.66 3.92
C 2.32 4.23 -0.56
C 2.05 2.73 -0.61
C 3.07 1.98 -1.50
C 4.50 2.15 -0.87
N 5.51 1.33 -1.50
C 6.82 1.54 -0.82
C 7.39 2.89 -1.34
C 6.65 3.12 -2.68
C 5.87 1.79 -2.93
C 5.05 -0.16 -1.52
C 6.06 -1.23 -1.98
C 5.34 -2.34 -2.78
H 2.24 4.73 -1.54
H 3.29 4.49 -0.10
H 1.56 4.72 0.04
H 1.05 2.60 -1.03
H 2.01 2.39 0.43
H 3.08 2.31 -2.54
H 2.77 0.92 -1.48
H 4.41 1.81 0.17
H 4.85 3.17 -0.96
H 7.47 0.72 -1.10
H 6.69 1.54 0.25
H 8.46 2.88 -1.45
H 7.15 3.69 -0.65
H 7.29 3.34 -3.55
H 5.89 3.91 -2.64
H 6.51 1.01 -3.28
H 4.94 1.94 -3.43
H 4.18 -0.25 -2.16
H 4.81 -0.31 -0.49
H 6.59 -1.69 -1.14
H 6.85 -0.87 -2.65
H 5.18 -2.09 -3.83
H 4.38 -2.56 -2.28
H 5.94 -3.23 -2.84
C -5.98 5.91 0.23
C -4.90 4.96 -0.27
C -5.08 3.55 0.28
C -4.93 3.45 1.83
N -5.33 2.17 2.42
C -4.32 1.11 2.09
C -4.47 0.07 3.15
C -4.94 0.82 4.41
C -5.04 2.26 3.93
C -6.72 1.66 2.11
C -7.88 2.62 2.38
C -9.18 1.84 2.21
H -5.75 6.92 -0.14
H -5.98 5.98 1.32
H -6.92 5.60 -0.19
H -3.88 5.25 0.02
H -4.87 4.88 -1.36
H -4.33 2.90 -0.18
H -6.06 3.19 0.05
H -5.59 4.19 2.28
H -3.87 3.54 2.09
H -4.50 0.72 1.07
H -3.36 1.68 2.11
H -5.14 -0.75 2.95
H -3.54 -0.47 3.30
H -5.89 0.46 4.81
H -4.24 0.80 5.25
H -5.78 2.91 4.39
H -4.04 2.72 3.97
H -6.83 0.70 2.58
H -6.71 1.46 1.02
H -7.89 3.53 1.76
H -7.87 2.99 3.41
H -9.22 0.98 2.87
H -9.24 1.46 1.18
H -10.06 2.44 2.49
C -3.95 -0.34 -4.10
C -2.77 -0.41 -4.94
C -2.92 -1.45 -6.00
O -1.77 -1.38 -6.82
C -1.89 -2.07 -8.02
N -2.39 0.92 -5.45
H -1.98 2.11 -4.20
H -1.47 0.88 -5.88
H -3.12 1.25 -6.08
H -4.80 0.07 -4.65
H -3.79 0.27 -3.23
H -4.26 -1.31 -3.70
H -1.82 -0.72 -4.45
H -3.80 -1.15 -6.59
H -3.12 -2.45 -5.63
H -2.78 -1.74 -8.58
H -1.98 -3.13 -7.79
H -0.97 -1.98 -8.57
C 0.81 -2.90 -4.86
C 2.31 -2.74 -4.95
C 3.09 -3.92 -5.53
O 4.30 -3.34 -6.02
C 5.44 -4.13 -6.26
N 2.53 -1.48 -5.87
H 2.57 -0.65 -5.28
H 3.43 -1.59 -6.34
H 1.80 -1.44 -6.58
H 0.50 -2.56 -3.86
H 0.57 -3.95 -4.87
H 0.22 -2.41 -5.65
H 2.75 -2.49 -3.98
H 2.53 -4.45 -6.30
H 3.28 -4.60 -4.70
H 5.24 -4.83 -7.07
H 5.70 -4.80 -5.44
H 6.24 -3.43 -6.53
C -1.62 -0.32 0.95
C -0.87 -1.15 -0.04
C -1.66 -1.40 -1.30
O -0.91 -2.21 -2.21
C -0.99 -3.61 -1.88
N 0.47 -0.46 -0.33
H 0.31 0.43 -0.75
H 0.94 -0.38 0.61
H 1.03 -1.12 -0.87
H -2.50 -0.86 1.30
H -1.98 0.60 0.46
H -0.94 -0.09 1.76
H -0.51 -2.09 0.39
H -1.90 -0.58 -1.93
H -2.58 -1.86 -0.93
H -2.01 -3.82 -1.49
H -0.22 -3.90 -1.16
H -0.79 -4.15 -2.81
O 0.14 2.28 2.17
C -0.67 3.04 3.26
O -1.90 2.84 3.02
O 0.03 3.63 4.10
H 1.10 2.21 2.33
O 2.10 -0.65 1.78
C 3.46 0.05 1.71
O 3.40 1.28 1.84
O 4.42 -0.71 1.40
H 2.28 -1.57 1.50
O -5.31 -0.80 -1.12
C -5.51 -1.49 0.31
O -6.61 -1.20 0.84
O -4.72 -2.32 0.89
H -4.30 -0.80 -1.12
O 2.68 -4.56 -0.89
C 2.29 -3.34 -0.50
O 2.24 -2.46 -1.48
O 1.97 -3.14 0.66
H 2.77 -5.28 -0.25
O -1.81 3.31 -1.43
C -1.56 2.50 -2.41
O -2.27 2.81 -3.48
O -0.85 1.50 -2.31
H -1.21 3.36 -0.69
*
```

## Properties
LUMO energy   -2.84 eV
E_HOMO   -8.87 eV
E   -99472.607 eV


Record 4
Here is C50H116B2CdF6N19O29P6S2 as an isolated structure in a non-equilibrium geometry from the OMol25 dataset. Energies are from ωB97M-V/def2-TZVPD.

```
! RIJCOSX wB97M-V def2-TZVPD def2/J DEFGRID3
* xyz -1 1
Cd -5.27 4.61 6.37
C -10.89 4.68 3.77
F -10.58 5.97 3.88
F -12.13 4.66 3.32
F -10.17 4.08 2.80
S -10.70 3.84 5.56
O -12.00 3.61 6.19
O -10.07 2.58 5.23
N -9.66 5.02 6.40
S -10.68 6.11 6.89
O -10.02 7.40 6.91
O -11.98 6.18 6.28
C -10.97 5.68 8.79
F -11.82 6.64 9.26
F -11.50 4.43 8.79
F -9.83 5.72 9.43
O 3.08 0.42 -0.84
C 1.92 0.08 -0.68
O 0.87 0.88 -0.46
B -0.36 0.06 -0.25
O 0.10 -1.36 -0.25
C 1.39 -1.38 -0.47
O 2.11 -2.40 -0.60
O -1.42 0.34 -1.27
C -2.44 0.95 -0.74
O -3.40 1.48 -1.27
C -2.17 0.99 0.81
O -1.03 0.40 1.04
O -2.90 1.60 1.62
O -4.80 8.24 1.45
C -4.85 8.76 0.29
O -4.79 8.09 -0.80
B -4.63 9.08 -1.90
O -4.63 10.44 -1.23
C -4.80 10.28 0.06
O -4.90 11.15 0.94
O -5.68 8.89 -2.95
C -5.13 8.67 -4.14
O -5.75 8.59 -5.23
C -3.58 8.67 -3.92
O -3.36 8.92 -2.58
O -2.74 8.54 -4.83
O 10.75 -2.95 8.12
P 9.96 -3.37 6.91
N 10.79 -4.47 5.90
C 10.68 -5.96 6.04
C 12.02 -4.04 5.22
N 9.55 -2.06 5.92
C 9.01 -2.14 4.57
C 10.52 -0.98 6.09
N 8.49 -4.13 7.36
C 7.45 -4.43 6.37
C 8.21 -4.29 8.78
H 9.74 -6.25 5.57
H 10.69 -6.25 7.09
H 11.35 -6.64 5.50
H 12.78 -3.63 5.89
H 11.74 -3.23 4.55
H 12.59 -4.80 4.69
H 8.13 -2.76 4.43
H 8.83 -1.10 4.26
H 9.77 -2.55 3.90
H 10.42 -0.14 5.40
H 10.48 -0.55 7.09
H 11.54 -1.36 6.01
H 6.71 -5.15 6.70
H 6.89 -3.50 6.20
H 7.85 -4.72 5.40
H 7.88 -5.29 9.04
H 7.39 -3.57 8.88
H 9.01 -3.88 9.40
O -12.01 -5.34 -3.54
P -11.36 -6.46 -2.88
N -12.38 -7.47 -1.96
C -12.03 -8.89 -1.63
C -13.72 -7.15 -1.87
N -10.16 -5.87 -1.69
C -9.23 -6.78 -0.93
C -10.11 -4.45 -1.29
N -10.50 -7.53 -3.98
C -11.08 -8.62 -4.79
C -9.14 -7.22 -4.21
H -11.09 -8.89 -1.08
H -11.96 -9.41 -2.58
H -12.77 -9.35 -0.97
H -13.81 -6.12 -1.53
H -14.14 -7.81 -1.11
H -14.33 -7.34 -2.76
H -9.26 -7.83 -1.23
H -8.21 -6.42 -1.07
H -9.30 -6.62 0.14
H -10.04 -3.80 -2.16
H -10.89 -4.05 -0.65
H -9.21 -4.23 -0.72
H -12.17 -8.66 -4.83
H -10.63 -8.56 -5.78
H -10.70 -9.54 -4.34
H -8.81 -7.65 -5.15
H -8.61 -7.59 -3.33
H -8.97 -6.15 -4.32
O -4.34 0.22 9.29
P -4.16 -1.10 9.96
N -5.53 -1.64 10.81
C -5.62 -2.98 11.40
C -6.40 -0.66 11.47
N -2.85 -1.14 11.11
C -2.26 -2.40 11.68
C -2.45 0.10 11.79
N -3.88 -2.42 8.85
C -4.97 -3.04 8.13
C -2.52 -2.69 8.30
H -6.64 -3.32 11.56
H -5.12 -2.93 12.37
H -5.17 -3.75 10.78
H -5.98 -0.24 12.39
H -7.31 -1.22 11.68
H -6.74 0.16 10.84
H -1.91 -2.32 12.71
H -2.94 -3.25 11.79
H -1.37 -2.70 11.12
H -3.29 0.63 12.23
H -1.76 -0.01 12.63
H -1.96 0.71 11.03
H -5.36 -2.40 7.33
H -4.56 -3.93 7.67
H -5.74 -3.31 8.85
H -2.51 -2.59 7.22
H -2.02 -3.64 8.52
H -1.83 -1.92 8.64
O -7.47 3.87 -11.91
P -7.01 2.42 -11.95
N -6.42 1.95 -13.43
C -7.15 2.34 -14.65
C -5.64 0.78 -13.64
N -8.11 1.26 -11.46
C -9.51 1.41 -11.82
C -7.65 -0.12 -11.28
N -5.70 2.14 -10.98
C -5.88 1.81 -9.56
C -4.35 2.66 -11.23
H -6.90 1.79 -15.56
H -7.10 3.42 -14.77
H -8.18 2.10 -14.37
H -6.38 -0.01 -13.72
H -4.92 0.65 -12.83
H -4.94 0.85 -14.48
H -10.14 0.74 -11.22
H -9.76 2.47 -11.80
H -9.72 1.17 -12.86
H -8.34 -0.69 -10.65
H -7.52 -0.62 -12.24
H -6.66 -0.22 -10.84
H -6.33 2.68 -9.06
H -6.65 1.06 -9.39
H -5.03 1.65 -8.90
H -3.56 2.04 -10.82
H -4.33 3.67 -10.83
H -4.23 2.68 -12.32
O 6.92 9.13 -0.80
P 7.13 9.02 -2.25
N 7.78 10.46 -2.93
C 7.61 10.95 -4.30
C 8.87 11.09 -2.23
N 5.69 8.64 -3.17
C 5.32 7.32 -3.53
C 4.64 9.58 -3.32
N 8.18 7.85 -2.82
C 8.86 6.84 -1.98
C 8.48 7.65 -4.22
H 7.66 12.04 -4.30
H 6.68 10.59 -4.74
H 8.39 10.54 -4.94
H 9.00 10.68 -1.23
H 8.56 12.14 -2.26
H 9.80 10.90 -2.77
H 4.24 7.21 -3.62
H 5.66 7.15 -4.55
H 5.73 6.55 -2.87
H 5.09 10.57 -3.24
H 4.17 9.50 -4.30
H 3.93 9.50 -2.50
H 9.86 7.18 -1.72
H 8.44 6.70 -0.99
H 8.74 5.85 -2.42
H 7.90 8.18 -4.97
H 8.41 6.63 -4.59
H 9.56 7.81 -4.30
O 13.21 -7.32 -5.90
P 12.00 -7.07 -5.05
N 12.36 -7.09 -3.44
C 11.50 -7.74 -2.43
C 13.55 -6.49 -2.87
N 10.68 -8.14 -5.37
C 10.84 -9.58 -5.12
C 9.66 -7.80 -6.34
N 11.31 -5.49 -5.21
C 10.19 -4.92 -4.38
C 11.89 -4.56 -6.15
H 10.44 -7.54 -2.55
H 11.69 -7.21 -1.50
H 11.76 -8.79 -2.29
H 13.21 -5.61 -2.32
H 14.29 -6.19 -3.61
H 14.02 -7.22 -2.21
H 10.38 -10.19 -5.89
H 11.88 -9.86 -5.28
H 10.61 -9.82 -4.08
H 9.70 -6.78 -6.72
H 9.50 -8.53 -7.13
H 8.69 -7.86 -5.85
H 9.25 -5.39 -4.66
H 10.24 -5.22 -3.34
H 9.99 -3.86 -4.54
H 12.47 -3.76 -5.67
H 11.17 -3.94 -6.69
H 12.43 -5.03 -6.97
C 4.17 2.78 8.14
C 3.55 3.04 6.75
O 2.15 3.42 6.90
C 1.46 4.09 6.02
O 0.27 4.25 6.15
O 2.25 4.47 4.91
C 1.50 5.07 3.80
H 4.29 3.74 8.64
H 5.06 2.16 8.19
H 3.44 2.22 8.72
H 3.66 2.19 6.07
H 4.18 3.76 6.24
H 0.90 5.85 4.27
H 0.98 4.38 3.14
H 2.23 5.59 3.18
*
```

## Properties
LUMO energy   -6.40 eV
E_HOMO   -7.22 eV
E   -241049.339 eV